C42H44N3O7Ta as an isolated structure. Source: the OMol25 dataset; level of theory: the ωB97M-V functional and the def2-TZVPD basis.

Results
Orbital gap in eV: 7.7
Spin multiplicity: 1
Relative energy (zero: lowest compared OMol25 entry of this formula, charge and spin) in kcal per mole: 15.7
Net charge: +2
Molecular weight in g/mol: 883.78

The geometry in XYZ format:
```
97
Properties=species:S:1:pos:R:3:forces:R:3:mulliken_charge:R:1
Ta 0.66746 -0.57136 0.07757 -0.65 1.03 -1.95 0.930
O 0.56703 -0.27653 -1.82052 0.02 -0.34 1.90 0.508
C 0.01974 -0.75156 -3.09203 0.87 -0.79 0.66 2.329
C -0.22678 -2.28910 -2.95006 -0.70 -0.79 -0.80 -1.123
C -1.20272 -2.67989 -1.86888 0.52 0.70 1.69 0.317
C -2.21558 -3.58701 -2.16575 -0.07 -0.09 -0.64 -0.736
C -2.96320 -4.16329 -1.16430 0.09 0.47 1.03 -1.081
C -2.60831 -3.84553 0.16075 0.27 0.06 -0.24 -0.937
C -1.62691 -2.89173 0.47421 -0.17 0.58 -2.73 -0.385
C -1.43997 -2.43579 1.86927 -1.11 1.35 0.13 -1.359
C -1.66902 -0.86192 1.97878 -0.12 -0.54 1.23 2.889
O -0.84361 -0.16052 1.04415 -0.03 -0.91 0.58 -0.026
C -1.20392 -0.43343 3.41256 -0.12 -1.45 1.05 0.004
C -1.07243 0.89108 3.74218 -0.48 1.30 0.42 -0.069
C -0.81624 1.31737 5.06867 -0.06 1.04 -2.50 -0.921
C -0.69342 0.42654 6.06654 0.70 -0.61 1.80 -0.496
C -0.83309 -0.92832 5.82044 0.04 0.18 -2.68 -1.029
C -1.03875 -1.38386 4.48946 -1.00 0.87 0.00 -0.418
C -3.11250 -0.41789 1.74472 -0.35 0.44 1.01 -0.013
C -3.42286 0.60245 0.84935 1.10 -0.69 -0.71 -0.150
C -4.67828 1.10710 0.73613 -1.45 0.51 -0.67 -0.907
C -5.70689 0.65424 1.54784 -0.20 0.49 1.35 -0.568
C -5.43234 -0.26599 2.57670 1.42 0.00 -1.21 -0.936
C -4.11507 -0.80881 2.64685 -1.21 0.42 -0.39 -0.542
N -0.95081 -2.22334 -0.56380 -0.59 -2.10 -0.24 0.348
C 1.14718 -0.52299 -4.07591 0.48 0.67 -0.89 -0.156
C 0.97911 0.21608 -5.25990 -1.22 -0.71 1.50 -0.257
C 1.97155 0.31281 -6.17264 0.99 1.45 -2.00 -0.659
C 3.19438 -0.33783 -6.01499 0.82 -0.56 -1.04 -0.664
C 3.37151 -1.07808 -4.86424 0.27 0.67 0.79 -0.789
C 2.42281 -1.04265 -3.85397 -0.88 -1.74 0.43 -0.244
C -1.21258 0.08115 -3.35971 0.18 1.78 -1.05 0.056
C -1.06488 1.48934 -3.39284 0.02 0.11 1.28 -0.081
C -2.16627 2.31039 -3.51343 -0.37 0.38 -1.10 -0.881
C -3.45315 1.81813 -3.85912 0.99 0.04 1.17 -0.895
C -3.58985 0.44040 -3.91404 -0.43 -0.21 -0.71 -0.833
C -2.45564 -0.36039 -3.75430 0.14 -2.01 0.88 -0.158
H -0.64172 -2.68635 -3.93999 0.62 0.66 1.25 0.556
H 0.65165 -2.97821 -2.71926 -0.44 1.55 -0.51 0.344
H -2.41979 -3.88760 -3.21217 0.33 0.43 0.71 0.468
H -3.82458 -4.79809 -1.40959 0.59 0.09 0.31 0.441
H -3.07476 -4.35892 0.98722 -0.24 0.08 0.05 0.569
H -2.25168 -2.93169 2.45078 0.91 0.38 -0.11 1.066
H -0.45848 -2.59402 2.30929 0.11 -0.49 -0.15 0.354
H -1.32863 1.68187 3.02467 0.37 -0.45 0.02 0.303
H -0.70820 2.38600 5.21376 -0.08 -0.07 0.25 0.441
H -0.42730 0.75578 7.07851 -0.34 -0.10 -0.37 0.390
H -0.72558 -1.57737 6.63201 -0.02 -1.21 0.89 0.517
H -1.30818 -2.43229 4.29760 0.59 0.48 0.35 0.378
H -2.71383 0.98096 0.12985 0.47 -0.08 0.13 0.442
H -4.88382 1.85588 -0.04894 0.10 -0.39 0.61 0.415
H -6.65834 1.19656 1.52966 0.17 -0.58 -0.16 0.366
H -6.19938 -0.55460 3.28237 0.10 -0.05 0.00 0.432
H -3.91672 -1.51202 3.43924 0.20 -0.16 0.14 0.404
H 0.02871 0.68032 -5.47999 -0.01 0.02 0.03 0.347
H 1.74505 1.01801 -7.00896 0.59 -1.00 0.41 0.382
H 4.01335 -0.39995 -6.79007 -1.26 0.49 0.81 0.344
H 4.27808 -1.61552 -4.63857 0.24 -0.07 -0.33 0.449
H 2.59409 -1.71079 -2.98803 -0.07 0.69 -0.30 0.170
H -0.11877 2.01745 -3.20724 -0.20 -0.63 -0.01 0.407
H -1.96894 3.38657 -3.47594 -0.35 -0.33 -0.01 0.430
H -4.26711 2.53192 -3.94127 -0.04 -0.34 -0.17 0.447
H -4.54909 -0.07249 -4.13213 0.72 0.62 0.10 0.413
H -2.51931 -1.45822 -3.81498 -0.58 0.61 -0.15 0.385
C 5.14569 0.22091 3.30220 0.76 -0.07 -1.52 -0.990
N 3.70839 0.30465 3.19608 -2.51 -0.87 -0.47 0.218
C 2.97985 0.13869 4.46883 -1.48 0.62 0.57 -0.697
C 3.05087 0.10349 2.04808 -1.23 0.97 -0.08 0.496
O 1.77862 -0.10212 1.92551 2.26 0.12 0.40 -0.026
C 3.84289 0.31131 0.76236 -0.57 -0.86 -0.11 -1.325
O 2.93480 0.39270 -0.35950 0.03 -0.43 0.34 -0.207
C 2.75123 1.66111 -0.96907 -1.01 0.23 0.12 -1.612
C 1.53022 2.34197 -0.34965 -0.35 -0.97 0.82 1.005
O 0.62191 1.64018 0.20924 1.38 -0.42 -0.73 -0.189
N 1.45882 3.63364 -0.35302 -1.35 1.62 0.21 0.213
C 2.35108 4.42955 -1.18665 1.01 0.53 0.29 -1.020
C 0.39113 4.32016 0.41222 0.61 1.38 -0.20 -0.832
H 5.44621 -0.82954 3.32031 0.13 0.14 0.40 0.336
H 5.65383 0.67670 2.44048 -0.30 -0.16 0.10 0.359
H 5.51153 0.78993 4.12627 -0.02 0.06 0.89 0.357
H 3.15279 1.03005 5.09633 0.28 -0.49 -0.21 0.390
H 1.85311 0.06847 4.40328 1.31 0.07 -0.69 -0.014
H 3.29583 -0.76653 4.96827 0.35 -0.12 0.16 0.371
H 4.50102 1.16293 0.84557 -0.04 0.43 -0.22 0.499
H 4.47869 -0.57143 0.64434 -0.07 0.04 -0.40 0.513
H 3.63352 2.27515 -0.88107 0.32 0.05 -0.05 0.779
H 2.45468 1.53035 -2.01239 0.52 -0.43 -0.17 0.372
H 3.24265 4.62037 -0.55866 0.04 -0.10 -0.73 0.330
H 2.56145 3.78895 -2.06316 0.24 1.07 0.17 0.386
H 2.00108 5.47204 -1.45937 -0.25 -1.62 0.23 0.338
H 0.80450 4.79933 1.33272 -0.06 -0.49 -0.69 0.300
H -0.01095 5.15427 -0.21335 0.10 -0.90 0.45 0.323
H -0.34772 3.60154 0.69869 -0.50 -0.18 0.00 0.209
O 1.77411 -3.20523 2.20635 0.06 0.38 -0.97 -0.411
C 2.09068 -3.15746 1.04796 0.38 -0.46 0.00 -0.252
O 1.76982 -2.15271 0.17621 0.26 -1.00 0.79 -0.304
H 2.71527 -3.95589 0.56101 -0.49 0.71 0.19 0.356
```
Positions in Å, forces in eV/Å.

---

C42H44P2Ti as an isolated structure. Source: the OMol25 dataset; level of theory: the ωB97M-V functional and the def2-TZVPD basis.

Results
Orbital gap (spin up / spin down) in eV: 7.5 / 6.9
Expectation value of S²: 2.01
Spin multiplicity: 3
Relative energy (zero: lowest compared OMol25 entry of this formula, charge and spin) in kcal per mole: 0.0
Molecular weight in g/mol: 658.63

The geometry in XYZ format:
```
89
Properties=species:S:1:pos:R:3:forces:R:3:mulliken_charge:R:1
Ti 0.42950 0.41310 -0.25906 -0.48 1.23 2.21 0.349
C 1.07079 -1.74528 -0.30701 1.27 -0.57 -1.07 -0.639
C 1.85172 -1.06514 -1.26737 -0.39 -1.09 0.91 -0.050
C 1.50744 -1.16864 -2.73243 0.06 0.11 -0.46 -0.868
C 0.45712 -0.15396 -3.25359 0.35 0.05 -0.42 -0.929
C -0.51640 0.39735 -2.25163 -1.48 -0.75 0.36 -0.623
C -1.28710 -0.40448 -1.38316 -0.30 -0.01 -1.27 0.121
C -1.27344 -1.92319 -1.46910 -0.11 -0.53 -0.23 -0.958
C -0.13478 -2.59723 -0.66277 0.03 -0.56 0.43 -0.785
C -0.44109 2.30631 0.32099 0.48 -0.02 0.17 -1.304
H 1.53416 -1.96595 0.66271 -0.26 0.15 -0.36 0.683
H 2.89212 -0.84474 -1.01213 -0.26 0.11 0.04 0.452
H 1.15457 -2.19215 -2.96064 0.30 0.36 0.11 0.347
H 2.43026 -0.97429 -3.30105 -0.30 -0.35 0.04 0.415
H 0.99708 0.70192 -3.67212 -0.08 -0.08 -0.02 0.357
H -0.06933 -0.61795 -4.10274 -0.03 0.15 0.14 0.380
H -0.78140 1.45294 -2.37412 0.05 -0.28 0.20 0.535
H -2.15494 -0.00782 -0.83847 0.55 0.29 -0.25 0.437
H -1.20010 -2.25485 -2.53420 -0.09 0.42 0.65 0.315
H -2.23143 -2.34156 -1.07779 0.62 0.48 -0.34 0.423
H -0.53988 -2.96574 0.29464 0.11 0.11 -0.52 -0.003
H 0.19685 -3.49877 -1.22558 0.00 0.42 0.29 0.638
H -0.69343 2.32328 1.39494 0.07 0.23 -0.55 0.319
H -1.37442 2.36102 -0.25812 0.07 0.26 0.08 0.321
H 0.19285 3.17914 0.09719 -0.31 0.04 -0.07 0.375
P 5.80935 5.40827 -4.93402 -0.10 0.25 0.58 0.151
P 3.17718 6.87652 -5.88791 0.20 0.99 0.22 0.012
C 5.08843 5.00638 -6.56136 -0.72 0.45 0.04 -0.568
C 4.08838 5.78834 -7.03416 0.78 -0.24 0.19 -0.820
C 7.61094 5.63162 -5.29839 -0.21 -0.14 -0.44 0.203
C 8.22158 5.10092 -6.44777 0.34 0.06 0.49 0.085
C 9.60601 5.21367 -6.60339 -0.03 0.17 0.07 -0.556
C 10.37036 5.92631 -5.66900 -0.37 -0.11 -0.04 -0.485
C 9.73967 6.54951 -4.58807 0.03 -0.09 -0.17 -0.498
C 8.36449 6.41441 -4.40355 -0.10 -0.44 -0.30 -0.438
C 5.64337 3.74363 -4.19320 0.20 -0.34 0.26 0.457
C 4.33800 3.34541 -3.83827 0.34 -0.22 0.00 -0.825
C 4.11033 2.09016 -3.27592 0.41 -0.10 0.05 -0.209
C 5.19612 1.23347 -3.02691 0.16 0.22 -0.08 -0.476
C 6.50167 1.63986 -3.34702 -0.36 -0.01 0.08 -0.723
C 6.72245 2.89294 -3.93108 -0.33 -0.26 0.11 -0.409
C 3.00613 8.31629 -7.04244 -0.13 0.07 -0.13 0.338
C 4.19551 9.00496 -7.36087 -0.47 -0.18 -0.14 -0.372
C 4.19119 9.97807 -8.36023 -0.07 -0.09 0.21 -0.528
C 3.00012 10.31126 -9.01028 -0.07 -0.20 0.19 -0.486
C 1.80682 9.68223 -8.64563 0.21 0.00 0.17 -0.514
C 1.80171 8.69220 -7.65850 0.37 0.00 -0.12 -0.361
C 1.48369 6.18751 -5.89847 -0.10 -0.27 -0.03 0.331
C 0.57775 6.67809 -4.93655 0.11 -0.20 -0.49 -0.440
C -0.76332 6.30935 -4.98965 -0.17 -0.25 -0.18 -0.592
C -1.20328 5.41367 -5.97716 0.24 0.02 -0.11 -0.470
C -0.28569 4.86136 -6.88676 -0.17 0.12 0.40 -0.689
C 1.06309 5.23018 -6.82540 -0.58 0.12 0.01 -0.008
H 5.45867 4.10236 -7.05022 0.14 0.53 -0.55 0.662
H 3.83484 5.87413 -8.09298 -0.24 -0.73 0.10 0.741
H 7.61608 4.59645 -7.20522 0.32 0.03 0.32 0.279
H 10.09234 4.73829 -7.45537 -0.10 0.19 0.16 0.381
H 11.45123 6.00421 -5.79320 -0.31 0.00 0.02 0.363
H 10.32363 7.14088 -3.88588 -0.10 -0.11 -0.13 0.373
H 7.86439 6.90728 -3.56843 0.13 -0.19 -0.17 0.378
H 3.50532 4.02918 -3.99918 0.11 -0.11 -0.03 0.410
H 3.09484 1.77442 -3.01173 0.38 0.16 -0.10 0.534
H 5.02677 0.25529 -2.56474 0.07 0.35 -0.20 0.316
H 7.35096 0.98066 -3.13721 -0.37 0.24 -0.09 0.364
H 7.73436 3.20853 -4.18301 -0.21 -0.09 0.05 0.307
H 5.12144 8.74719 -6.83670 -0.26 0.07 -0.24 0.406
H 5.12594 10.47283 -8.62312 -0.26 -0.06 0.03 0.366
H 3.00391 11.06202 -9.79543 -0.02 -0.09 0.12 0.358
H 0.87242 9.94821 -9.13543 0.19 0.00 0.06 0.376
H 0.86523 8.19163 -7.39330 0.37 0.16 -0.12 0.261
H 0.93350 7.35161 -4.16077 -0.05 0.00 -0.15 0.383
H -1.47635 6.71411 -4.26290 0.31 -0.18 -0.29 0.409
H -2.26332 5.14035 -6.03364 0.47 0.10 0.03 0.397
H -0.63129 4.14790 -7.64123 0.16 0.24 0.30 0.399
H 1.77852 4.78453 -7.51308 -0.18 0.15 0.05 0.387
C 0.01596 -0.21430 1.85923 -0.25 -0.08 -0.25 -1.707
C -0.71439 -1.46939 2.24133 0.84 0.25 0.08 0.711
C -0.00901 -2.54416 2.83378 -0.43 0.09 -0.18 -0.055
C -0.67940 -3.70852 3.20296 -0.24 0.05 -0.10 -0.651
C -2.05913 -3.81902 2.98192 0.13 -0.08 0.06 -0.441
C -2.75552 -2.77584 2.36435 0.30 -0.04 0.08 -0.676
C -2.08930 -1.61682 1.98366 0.41 -0.08 0.15 -0.194
H 1.08132 -0.27316 2.16264 -0.23 0.01 0.21 0.305
H -0.42786 0.67015 2.35063 0.16 -0.57 -0.21 0.583
H 1.07556 -2.46333 2.98216 -0.49 0.05 0.07 0.334
H -0.12904 -4.52839 3.67474 -0.23 0.26 -0.18 0.364
H -2.58978 -4.72074 3.29188 0.15 0.25 -0.11 0.367
H -3.82033 -2.86534 2.17895 0.05 -0.06 0.01 0.394
H -2.60382 -0.81565 1.45086 0.01 -0.14 0.27 0.395
```
Positions in Å, forces in eV/Å.